[1]
ORCA calculation (ωB97M-V/def2-TZVPD) on C31H46P2Sc as an isolated structure.

Element x y z (Å)
1 H -2.972 0.772 -3.699
2 H -0.392 -1.999 -2.470
3 C 1.649 -3.801 3.635
4 C 0.289 -2.886 1.816
5 C 0.917 2.143 -2.041
6 C -2.868 -1.100 3.223
7 C -0.323 1.441 2.154
8 H -2.790 -1.535 -0.002
9 H -0.874 0.315 -5.487
10 H 0.663 2.241 -4.123
11 H 1.816 1.593 2.267
12 C 1.685 -4.318 4.927
13 C 0.502 -4.704 5.569
14 P -1.705 -0.062 -1.764
15 C -1.484 2.985 0.418
16 C 0.096 -0.334 3.999
17 H -1.720 -4.044 3.053
18 C -2.562 1.195 -2.771
19 C -0.725 0.338 2.957
20 Sc -1.040 -0.487 0.466
21 C 3.202 3.251 -2.566
22 H -3.376 1.647 -2.186
23 C 2.014 -1.431 -3.829
24 H 0.643 -1.185 3.576
25 H 3.852 4.002 -3.041
26 H -2.878 -2.228 -1.655
27 C -1.429 1.816 1.333
28 H -3.928 -0.840 -1.181
29 H 2.022 -2.151 -3.000
30 H -1.445 -1.374 -3.784
31 H 0.826 0.367 4.428
32 H 3.007 -0.972 -3.905
33 C -0.729 -4.610 4.902
34 H -4.066 2.127 0.737
35 C -0.778 -4.127 3.599
36 H 0.533 -5.099 6.588
37 H -2.136 3.766 0.839
38 H 4.560 1.145 -0.085
39 H -0.495 3.425 0.233
40 C 0.198 0.088 -5.407
41 H 2.682 -0.369 -0.527
42 H -1.655 -4.890 5.403
43 H -0.533 -0.742 4.805
44 H -2.515 -2.087 2.890
45 C -2.924 -1.280 -1.094
46 H 2.758 2.746 -4.625
47 C 0.123 -2.166 0.811
48 C 2.756 2.220 -3.654
49 H 0.949 2.640 3.403
50 C -2.537 0.943 1.640
51 H 3.471 1.390 -3.755
52 C 0.404 -3.655 2.986
53 H -4.248 0.399 0.446
54 H 0.434 -0.808 -5.997
55 H 2.770 0.185 -2.166
56 H 2.644 -4.381 5.443
57 C 3.913 2.723 -1.361
58 H -1.904 2.709 -0.559
59 H -4.637 1.049 2.038
60 H 1.002 3.071 1.696
61 C -2.069 -0.011 2.610
62 H 0.543 0.488 -0.718
63 H 2.314 3.801 -2.208
64 H -2.777 -1.057 4.318
65 C -3.941 1.138 1.193
66 C 3.804 1.506 -0.802
67 C -0.757 -1.080 -2.969
68 C 0.924 2.224 2.382
69 H 1.383 1.866 0.034
70 C 2.680 0.557 -1.133
71 H 2.553 -3.458 3.129
72 P 0.680 -0.172 -3.642
73 H 4.554 3.481 -0.902
74 C 1.298 1.736 -3.368
75 H 1.838 -1.985 -4.761
76 C 1.321 1.290 -0.907
77 H 0.764 0.938 -5.812
78 H -0.037 2.670 -1.916
79 H -3.926 -1.009 2.947
80 H -1.864 2.008 -3.021

Output
* Kohn-Sham gap (spin up / spin down): 5.14 / 5.14 eV
* total charge: +1
* HOMO (spin up / spin down): -8.2 / -8.2 eV
* LUMO (spin up / spin down): -3.04 / -3.04 eV
* calculated total energy: -2651.83429 Eh



[2]
ORCA calculation (ωB97M-V/def2-TZVPD) on a 3-piece molecular cluster, C3H10NO2 overall.

Element x y z (Å)
1 H 1.210 -2.509 -1.395
2 H -2.145 0.767 -0.917
3 O -3.588 0.362 1.808
4 H 2.888 -1.596 -1.061
5 H 0.707 1.068 0.251
6 H 2.505 0.481 -1.418
7 C 1.793 -1.678 -1.047
8 C 2.407 0.982 -0.489
9 N 1.458 0.417 0.141
10 C 1.072 -0.988 -0.103
11 H 0.013 -0.954 0.047
12 H -4.073 -0.445 1.876
13 H 3.024 1.712 -0.062
14 O -1.396 0.862 -0.312
15 H -1.764 0.496 0.515
16 H -4.112 1.023 2.167

Output
* Kohn-Sham gap: 8.63 eV
* relative energy (zero: lowest compared OMol25 entry of this formula, charge and spin): 98.35 kcal/mol
* total charge: +1
* HOMO: -14.8 eV
* LUMO: -6.15 eV
* calculated total energy: -325.16079 Eh



[3]
ORCA calculation (ωB97M-V/def2-TZVPD) on a 13-piece molecular cluster, C46H86O28 overall.

Element x y z (Å)
1 H -3.246 4.181 4.820
2 H 9.548 6.749 3.884
3 H 1.999 -11.735 -5.505
4 C -4.307 2.071 14.709
5 H 5.874 4.314 -8.207
6 C 4.292 -3.889 -6.102
7 H -0.693 1.859 0.449
8 H -5.990 4.547 -3.601
9 C -1.834 11.481 -5.073
10 H -4.241 6.930 5.416
11 H 1.819 9.137 -2.890
12 O 8.976 4.896 4.447
13 C -3.217 5.006 5.532
14 C 1.944 -10.603 -2.984
15 H 6.527 4.864 2.474
16 C -0.647 9.703 -3.794
17 H -2.773 -7.684 2.141
18 H 6.959 4.658 5.096
19 H 6.503 -0.421 -2.465
20 C -1.854 -8.097 4.433
21 H -0.028 -9.870 -3.417
22 O -1.725 -7.929 5.730
23 C -3.555 6.319 4.830
24 C 9.515 5.745 3.463
25 H -4.247 3.123 14.986
26 C -0.436 -7.742 6.322
27 H -10.654 -1.165 3.705
28 O 1.261 -9.824 -5.047
29 H 6.456 -1.993 -1.982
30 O -1.873 5.239 5.971
31 O -4.333 -0.360 13.137
32 H 3.318 -4.095 -5.659
33 H -3.900 4.930 6.378
34 H -6.650 4.420 -1.905
35 H 8.784 5.050 1.580
36 C -9.209 4.233 -2.654
37 H 7.682 -1.632 -3.206
38 H -0.592 -7.459 7.363
39 C -6.874 4.555 -2.963
40 H -3.454 -9.262 2.486
41 H -10.105 -0.523 2.172
42 C 7.607 4.543 4.228
43 C -3.648 -1.251 -8.571
44 O 0.880 -1.539 2.447
45 C 8.481 5.763 2.346
46 H 10.929 -10.453 4.730
47 C -2.260 7.039 4.616
48 H -3.557 -0.956 10.592
49 O 0.474 10.401 -4.177
50 O -1.712 10.212 -4.425
51 H -2.581 2.414 -12.059
52 H -8.177 3.682 -4.433
53 C -8.878 0.016 3.872
54 H 1.335 -11.507 -2.958
55 H -7.654 -2.337 4.636
56 H -2.170 -0.078 10.061
57 H 0.644 1.312 -0.443
58 H 2.823 2.741 -6.266
59 C -2.830 1.395 -12.356
60 C -0.082 0.969 0.295
61 C -9.764 -0.968 3.107
62 C 1.008 -9.627 -3.651
63 H 6.502 -7.791 2.077
64 C -0.969 -0.140 -0.232
65 H -3.103 -1.933 -7.918
66 C 0.452 -0.845 1.502
67 C 7.229 5.432 3.084
68 H -2.240 1.202 -13.252
69 O -0.664 8.690 -3.009
70 H 3.162 3.663 -8.746
71 H 11.746 -10.607 3.206
72 O -7.555 -0.457 3.582
73 C 3.183 3.717 -6.592
74 H 8.305 6.774 1.978
75 H -3.917 -0.464 -7.866
76 H -9.443 3.849 -1.661
77 C 6.964 -8.093 3.016
78 H 2.548 10.227 -4.055
79 H 7.527 3.540 3.809
80 C 9.148 -8.762 3.723
81 O -8.829 5.643 -2.433
82 O -0.998 -8.384 3.631
83 H 10.526 5.515 3.125
84 H -4.146 6.162 3.928
85 C 5.399 -2.829 -4.315
86 H -9.041 -0.004 4.949
87 O -0.154 6.561 5.853
88 H 4.991 -4.724 -6.058
89 C 6.664 -1.415 -2.882
90 O -3.158 -7.898 4.098
91 C -3.802 0.675 12.787
92 O -3.941 1.215 -9.754
93 H 4.129 -3.742 -7.170
94 C -7.592 5.933 -3.062
95 O 6.151 5.231 -5.664
96 H -1.171 -0.201 -1.302
97 H 2.213 -10.377 -1.952
98 H -2.334 8.124 4.693
99 H -7.807 2.670 -3.013
100 C -1.306 6.340 5.541
101 H 6.900 -7.279 3.739
102 H -9.441 -3.035 2.988
103 H -7.004 6.670 -2.515
104 C 11.246 -9.887 3.854
105 H 0.450 -1.751 -0.552
106 O 4.752 -2.763 -5.482
107 O 8.980 -8.777 4.975
108 C 2.370 -10.745 -5.239
109 C 1.668 10.072 -3.430
110 H -1.275 12.295 -4.611
111 H 4.737 5.618 -8.236
112 O 4.142 4.273 -5.637
113 H -1.922 -0.124 0.296
114 H -9.009 1.081 3.681
115 O -2.944 0.752 11.741
116 H -10.102 4.042 -3.250
117 H -4.481 -7.775 2.466
118 C -0.234 -1.371 0.207
119 O 5.746 -1.642 -3.913
120 H -8.613 -2.150 1.731
121 H 6.684 6.323 3.394
122 H -3.861 1.418 -12.708
123 H -1.829 6.861 3.630
124 H 2.359 4.428 -6.652
125 C -2.706 -0.382 10.960
126 H -6.675 -2.260 3.227
127 H -4.494 -1.791 -8.996
128 C -8.886 -2.119 2.786
129 C 3.106 -10.743 -3.896
130 H 3.655 -9.801 -3.888
131 C -3.518 -8.204 2.743
132 H 6.511 -8.997 3.424
133 H 0.250 -8.584 6.228
134 H 1.275 -8.597 -3.412
135 C -3.163 0.422 -10.196
136 H 1.730 10.832 -2.650
137 H -3.731 1.556 15.478
138 H -1.428 11.498 -6.084
139 O -2.593 0.384 -11.386
140 H 0.123 -6.948 5.827
141 H -0.903 -2.138 0.599
142 O 0.487 0.492 1.514
143 H -5.333 1.701 14.692
144 O -2.869 -0.721 -9.599
145 O 8.397 -8.304 2.763
146 O -3.876 1.905 13.379
147 C -8.036 3.681 -3.352
148 O 10.290 -9.129 3.035
149 H -2.893 11.731 -5.005
150 H 3.742 -11.611 -3.722
151 C 3.848 3.572 -7.903
152 C -7.617 -1.898 3.639
153 C 5.189 4.761 -6.265
154 H 4.395 2.636 -8.018
155 C 4.935 4.653 -7.770
156 O 5.615 -3.837 -3.634
157 H 11.987 -9.184 4.235
158 H -2.087 -1.026 11.584
159 H -7.623 6.272 -4.097
160 H 3.017 -10.354 -6.025

Output
* Kohn-Sham gap: 9.32 eV
* relative energy (zero: lowest compared OMol25 entry of this formula, charge and spin): 34.33 kcal/mol
* total charge: 0
* HOMO: -9.2 eV
* LUMO: 0.13 eV
* calculated total energy: -3910.84707 Eh



[4]
ORCA calculation (ωB97M-V/def2-TZVPD) on a single C5H6O molecule.

Element x y z (Å)
1 H 0.534 -1.997 -0.638
2 C 1.910 -0.466 0.061
3 H -2.124 1.052 0.043
4 C -0.262 0.050 -0.059
5 H -2.169 -0.331 -1.055
6 O 1.781 0.828 0.435
7 H 0.183 2.140 0.573
8 C 0.461 1.122 0.345
9 C -1.758 0.034 -0.112
10 C 0.706 -0.995 -0.269
11 H 2.914 -0.867 0.101
12 H -2.173 -0.581 0.692

Output
* Kohn-Sham gap: 9.76 eV
* relative energy (zero: lowest compared OMol25 entry of this formula, charge and spin): 7.12 kcal/mol
* total charge: 0
* HOMO: -8.7 eV
* LUMO: 1.09 eV
* calculated total energy: -269.33489 Eh



[5]
ORCA calculation (ωB97M-V/def2-TZVPD) on an isolated ion of composition C6H11O and charge -1.

Element x y z (Å)
1 C -2.768 -1.193 1.245
2 H 2.297 -0.350 -0.912
3 H -3.616 -1.394 0.573
4 O 2.658 1.776 0.499
5 C 1.488 1.431 -0.130
6 H -2.849 -1.981 1.958
7 H -0.718 -1.738 1.058
8 C -1.184 -0.373 -0.558
9 H 0.579 1.541 0.554
10 H -0.058 0.302 -2.154
11 H 1.279 -0.518 0.540
12 C 1.327 -0.072 -0.449
13 H 1.230 1.961 -1.055
14 H 0.154 -1.420 -1.759
15 C -1.412 -1.169 0.532
16 C 0.104 -0.426 -1.280
17 H -2.892 -0.163 1.727
18 H -2.000 0.368 -0.687

Output
* Kohn-Sham gap: 5.75 eV
* relative energy (zero: lowest compared OMol25 entry of this formula, charge and spin): 21.41 kcal/mol
* total charge: -1
* HOMO: -2.1 eV
* LUMO: 3.65 eV
* calculated total energy: -310.38266 Eh



[6]
ORCA calculation (ωB97M-V/def2-TZVPD) on a single C5H7PS molecule.

Element x y z (Å)
1 C 1.800 1.595 0.276
2 H 0.493 0.543 2.319
3 C -0.089 0.321 -1.229
4 H 2.276 2.031 -0.677
5 C 0.809 0.763 0.292
6 H -1.023 -1.630 1.807
7 H 2.286 1.840 1.216
8 C -0.396 -1.102 1.049
9 H -2.735 -2.712 -1.589
10 H 0.375 0.521 -2.114
11 P -0.486 -1.423 -0.795
12 C 0.279 -0.014 1.352
13 S -2.600 -1.519 -0.836
14 H -0.989 0.786 -1.072

Output
* Kohn-Sham gap: 9.10 eV
* relative energy (zero: lowest compared OMol25 entry of this formula, charge and spin): 38.46 kcal/mol
* total charge: 0
* HOMO: -8.5 eV
* LUMO: 0.65 eV
* calculated total energy: -934.17792 Eh



[7]
ORCA calculation (ωB97M-V/def2-TZVPD) on a single C3H4N2O2S molecule.

Element x y z (Å)
1 H -0.339 0.087 -2.850
2 C 0.141 0.397 0.996
3 N 0.187 -0.104 -1.095
4 O -1.816 -0.769 0.011
5 C 1.346 0.459 -0.748
6 S -0.466 0.648 2.657
7 H 2.122 0.553 -1.500
8 N 1.378 0.784 0.533
9 O -0.079 -0.667 -2.306
10 C -0.604 -0.221 0.042
11 H -2.084 -0.864 0.938
12 H 0.212 -0.303 3.322

Output
* Kohn-Sham gap: 9.04 eV
* relative energy (zero: lowest compared OMol25 entry of this formula, charge and spin): 63.39 kcal/mol
* total charge: 0
* HOMO: -8.6 eV
* LUMO: 0.45 eV
* calculated total energy: -774.82577 Eh



[8]
ORCA calculation (ωB97M-V/def2-TZVPD) on a single C4H6O2 molecule.

Element x y z (Å)
1 H -1.792 -0.944 -0.270
2 O 1.883 -0.442 1.998
3 H 0.355 1.189 -1.124
4 C 0.541 -0.683 0.038
5 C -0.913 -0.315 -0.243
6 C 1.113 0.044 1.202
7 H 0.428 -0.291 -2.177
8 H 0.736 1.078 1.303
9 H -2.040 1.209 0.000
10 H 0.959 -1.682 -0.112
11 O -1.442 0.720 0.581
12 C 0.173 0.118 -1.197

Output
* Kohn-Sham gap: 10.37 eV
* relative energy (zero: lowest compared OMol25 entry of this formula, charge and spin): 50.46 kcal/mol
* total charge: 0
* HOMO: -9.6 eV
* LUMO: 0.76 eV
* calculated total energy: -306.42588 Eh



[9]
ORCA calculation (ωB97M-V/def2-TZVPD) on a 2-piece molecular cluster, C2H8 overall.

Element x y z (Å)
1 H 5.005 -0.440 0.236
2 H 4.767 0.476 1.763
3 H -3.472 -0.522 -1.140
4 H -4.271 0.901 -1.892
5 H -5.254 -0.328 -1.028
6 C -4.292 0.205 -1.040
7 H 3.996 -1.133 1.551
8 H -4.172 0.767 -0.103
9 C 4.292 -0.204 1.041
10 H 3.402 0.278 0.611

Output
* Kohn-Sham gap: 14.62 eV
* relative energy (zero: lowest compared OMol25 entry of this formula, charge and spin): 0.37 kcal/mol
* total charge: 0
* HOMO: -13.4 eV
* LUMO: 1.27 eV
* calculated total energy: -80.98146 Eh



[10]
ORCA calculation (ωB97M-V/def2-TZVPD) on a single C16H19ClNO3P molecule.

Element x y z (Å)
1 C 0.190 -3.826 1.857
2 H 0.815 1.575 -0.435
3 C -0.925 -3.107 1.459
4 H -0.988 2.840 0.916
5 H -0.727 2.088 -3.737
6 C -0.162 -2.264 -1.843
7 H 2.250 -3.734 2.427
8 O 0.455 0.272 1.323
9 O 1.453 0.984 3.632
10 H -0.570 3.782 -2.005
11 P 0.504 1.318 2.580
12 H -2.257 -2.139 -2.265
13 C 1.478 -1.802 1.955
14 N -1.094 1.460 3.077
15 H -2.174 0.236 -2.893
16 C -1.316 -1.609 -2.238
17 H -0.198 -3.305 -1.556
18 C 0.373 -1.073 1.545
19 H -1.788 0.961 2.539
20 C -0.038 1.891 -2.912
21 H -1.182 1.273 4.062
22 H 0.118 -4.896 1.973
23 C -0.067 0.426 -2.573
24 C -0.457 2.739 -1.701
25 C 1.086 -0.245 -2.186
26 H 0.965 2.183 -3.226
27 H 1.942 -2.084 -1.507
28 H 0.105 4.241 0.815
29 C -0.829 -1.735 1.312
30 H 1.484 3.154 -0.843
31 Cl -2.208 -0.815 0.827
32 C 1.039 -1.578 -1.817
33 H -1.865 -3.601 1.268
34 H 2.394 -1.269 2.155
35 C 1.385 -3.174 2.109
36 H -1.427 2.385 -1.346
37 C 0.567 2.627 -0.575
38 C 0.050 3.150 0.762
39 O 0.852 2.667 1.837
40 H 2.032 0.279 -2.176
41 C -1.268 -0.273 -2.594

Output
* Kohn-Sham gap: 9.64 eV
* relative energy (zero: lowest compared OMol25 entry of this formula, charge and spin): 1.08 kcal/mol
* total charge: 0
* HOMO: -9.0 eV
* LUMO: 0.67 eV
* calculated total energy: -1703.24599 Eh



[11]
ORCA calculation (ωB97M-V/def2-TZVPD) on a 2-piece molecular cluster, C6H18N2 overall.

Element x y z (Å)
1 H 0.094 4.660 2.332
2 H 3.470 4.309 1.110
3 C 5.600 -0.639 3.196
4 H 5.196 -1.453 3.821
5 C 2.654 4.823 1.645
6 H 5.063 1.661 2.296
7 C 3.674 -1.340 1.765
8 H 6.378 -1.056 2.535
9 N 1.504 4.873 0.826
10 N 4.382 -0.307 2.527
11 C 0.342 5.416 1.568
12 H 5.416 0.598 0.898
13 H 1.060 2.813 1.115
14 H -0.497 5.484 0.856
15 C 4.656 0.863 1.653
16 H 0.462 6.393 2.065
17 H 6.065 0.113 3.855
18 H 2.118 3.220 -0.273
19 H 0.351 3.495 -0.382
20 H 2.986 5.845 1.892
21 H 3.764 1.251 1.133
22 H 4.371 -1.834 1.067
23 H 3.279 -2.096 2.463
24 H 2.833 -0.923 1.185
25 H 2.453 4.281 2.584
26 C 1.223 3.530 0.293

Output
* Kohn-Sham gap: 9.40 eV
* relative energy (zero: lowest compared OMol25 entry of this formula, charge and spin): 27.97 kcal/mol
* total charge: 0
* HOMO: -8.4 eV
* LUMO: 0.98 eV
* calculated total energy: -348.84491 Eh



[12]
ORCA calculation (ωB97M-V/def2-TZVPD) on C27H25N3O2RuS2 as an isolated structure.

Element x y z (Å)
1 S -1.085 0.680 -1.177
2 C 0.625 4.068 0.044
3 N -0.617 -2.364 0.411
4 C 3.023 4.057 -0.095
5 C 0.677 3.204 1.131
6 C 1.615 0.492 -1.516
7 H -3.454 -1.742 -3.616
8 C -1.205 -0.324 3.675
9 C -1.164 -2.514 2.729
10 H 4.035 2.845 1.360
11 H -1.723 -4.110 4.084
12 C 0.293 1.613 -3.325
13 H -1.798 -0.107 5.716
14 N -0.644 1.300 2.006
15 C -1.986 -2.437 -2.223
16 H 2.733 0.449 -3.354
17 C -2.419 -2.024 -3.471
18 H 0.498 -2.284 -5.168
19 H -0.725 1.939 -3.526
20 C -0.600 2.756 1.796
21 Ru -0.434 -0.414 0.858
22 H 3.714 0.241 -1.894
23 C 0.232 -2.737 -3.089
24 C -0.923 -3.123 1.482
25 C -1.526 -1.964 -4.533
26 H 3.936 4.393 -0.568
27 C 3.080 3.193 0.990
28 H -1.737 -4.790 -0.628
29 H -2.096 -2.596 5.981
30 H 0.913 -3.276 -0.674
31 C -0.756 -4.591 -0.194
32 C -1.783 -2.196 5.027
33 H 1.270 -3.009 -2.936
34 H 0.600 0.944 -4.132
35 N -0.966 -1.157 2.647
36 H -1.866 -1.643 -5.509
37 H -1.437 3.018 1.145
38 C 0.380 0.909 -2.001
39 H 0.079 3.716 3.666
40 C 1.794 4.495 -0.568
41 C -0.182 -3.247 -0.668
42 C 1.911 2.769 1.601
43 O -0.940 -4.426 1.245
44 C -0.200 -2.322 -4.342
45 H 1.746 5.174 -1.409
46 H -2.683 -2.466 -1.391
47 O -1.158 2.100 4.021
48 H -0.096 -5.440 -0.341
49 H 0.951 2.484 -3.346
50 C -0.656 -2.798 -2.025
51 S 1.840 -0.322 -0.035
52 H 3.074 1.832 -2.316
53 H -1.655 3.975 3.320
54 C -0.820 3.288 3.229
55 H -0.336 4.402 -0.331
56 C -1.575 -3.044 3.976
57 C -0.990 1.064 3.236
58 H 1.966 2.086 2.443
59 C 2.857 0.761 -2.315
60 C -1.609 -0.781 4.894

Output
* Kohn-Sham gap (spin up / spin down): 5.72 / 6.99 eV
* relative energy (zero: lowest compared OMol25 entry of this formula, charge and spin): 0.00 kcal/mol
* multiplicity: 6
* total charge: +1
* HOMO (spin up / spin down): -8.9 / -11.6 eV
* LUMO (spin up / spin down): -3.20 / -4.58 eV
* calculated total energy: -2249.66070 Eh
* <S²>: 8.78



What is the formula in the eighth record? C4H6O2



What is the formula in the ninth record? C2H8